[1]
{
  "formula": "C23H25N5",
  "method": "wB97M-V/def2-TZVPD",
  "smiles": "c1cc[nH]c1.c1cc[nH]c1.c1ccncc1.c1ccncc1.c1ccncc1",
  "homo_energy_ev": -8.290,
  "mol_weight_g_mol": 371.5,
  "lumo_energy_ev": 0.55,
  "symbols": ["C", "C", "C", "N", "C", "H", "H", "H", "H", "H", "C", "C", "C", "N", "C", "H", "H", "H", "H", "H", "C", "C", "C", "N", "C", "C", "H", "H", "H", "H", "H", "C", "C", "C", "N", "C", "C", "H", "H", "H", "H", "H", "C", "C", "C", "N", "C", "C", "H", "H", "H", "H", "H"],
  "xyz": [[-3.58994, 0.46575, 4.55165], [-4.53601, -0.23825, 3.71147], [-4.85196, 0.65277, 2.69214], [-4.20109, 1.77156, 2.89397], [-3.38838, 1.70542, 3.97962], [-3.11484, 0.11438, 5.40550], [-5.00620, -1.21304, 3.91579], [-5.63455, 0.51762, 2.02031], [-4.31105, 2.61731, 2.31168], [-2.76273, 2.57296, 4.24482], [2.91787, -1.77713, 3.42923], [3.32345, -3.14268, 3.42856], [3.87912, -3.38239, 2.21930], [4.00411, -2.17224, 1.52343], [3.29280, -1.22694, 2.20095], [2.41712, -1.24714, 4.23620], [3.06665, -3.84305, 4.19897], [4.35104, -4.27129, 1.74826], [4.33145, -2.05176, 0.57908], [3.17679, -0.19071, 1.81543], [3.21475, -2.78268, -5.44622], [2.84016, -3.12172, -6.68349], [1.53674, -2.88356, -7.05809], [0.62300, -2.28383, -6.28056], [0.96904, -1.99880, -4.98605], [2.28956, -2.28594, -4.53905], [4.18426, -2.99012, -5.01286], [3.53924, -3.70438, -7.32903], [1.14363, -3.12007, -8.04581], [0.24195, -1.54665, -4.33348], [2.57973, -2.13928, -3.53320], [0.00932, 5.71549, -0.89374], [-0.30982, 4.42316, -1.36295], [-0.98951, 3.58143, -0.54507], [-1.49794, 4.03828, 0.62799], [-1.21221, 5.24025, 1.07771], [-0.49750, 6.12036, 0.32187], [0.62065, 6.33504, -1.52106], [0.04118, 4.16328, -2.36161], [-1.16450, 2.54029, -0.80991], [-1.42669, 5.49170, 2.12982], [-0.35810, 7.09220, 0.60789], [-1.22972, -0.69500, 1.49714], [-0.30824, -1.69335, 1.35572], [0.06469, -2.08992, 0.09592], [-0.38676, -1.55030, -1.04549], [-1.27735, -0.54962, -0.83545], [-1.76338, -0.12394, 0.36816], [-1.58610, -0.42148, 2.49258], [0.07403, -2.19549, 2.28180], [0.70596, -2.96205, -0.05984], [-1.53671, 0.01421, -1.72261], [-2.49702, 0.72132, 0.44261]],
  "lowdin_charge": [-0.109, -0.087, -0.183, -0.013, -0.143, 0.064, 0.096, 0.093, 0.168, 0.116, -0.122, -0.125, -0.147, 0.002, -0.156, 0.091, 0.089, 0.115, 0.139, 0.120, -0.119, -0.107, -0.165, 0.045, -0.102, -0.062, 0.106, 0.121, 0.102, 0.087, 0.080, -0.055, -0.074, -0.138, 0.050, -0.173, -0.083, 0.101, 0.106, 0.086, 0.115, 0.075, -0.080, -0.087, -0.169, 0.063, -0.175, -0.092, 0.103, 0.119, 0.105, 0.095, 0.113]
}

[2]
{
  "formula": "F2H4SSi2",
  "method": "wB97M-V/def2-TZVPD",
  "homo_energy_ev": -9.250,
  "mol_weight_g_mol": 130.3,
  "lumo_energy_ev": -1.13,
  "symbols": ["F", "F", "Si", "Si", "S", "H", "H", "H", "H"],
  "xyz": [[2.30974, 0.94128, 0.81240], [-1.99549, 1.31625, -0.11607], [1.90535, 0.02892, -0.45711], [-2.11256, -0.16909, 0.46350], [0.55996, -1.46756, 0.10522], [1.33816, 0.96759, -1.40163], [3.12529, -0.64328, -0.85695], [-2.18569, -0.06388, 1.89699], [-2.94474, -0.91022, -0.44634]],
  "lowdin_charge": [-0.287, -0.252, 0.044, 0.684, 0.083, -0.072, -0.072, -0.064, -0.066]
}

[3]
{
  "formula": "CH6NO",
  "method": "wB97M-V/def2-TZVPD",
  "homo_energy_ev": [-3.642, -7.217],
  "mol_weight_g_mol": 48.1,
  "lumo_energy_ev": [-0.17, -0.28],
  "spin_multiplicity": 2,
  "symbols": ["N", "H", "H", "H", "H", "O", "C", "H", "H"],
  "xyz": [[0.62810, 1.28875, -0.93070], [1.13622, 0.50899, -0.43681], [-0.25347, 0.80582, -1.18124], [0.98975, 1.85738, -1.63366], [0.25315, 1.86062, -0.16678], [-0.35420, -0.60668, 0.35666], [-0.63896, -1.54622, 1.13267], [-1.16688, -2.42428, 0.58209], [-0.59372, -1.74439, 2.27777]],
  "lowdin_spin": [0.027, 0.015, 0.004, 0.003, 0.003, 0.292, 0.557, 0.043, 0.056]
}

[4]
{
  "formula": "C6H15NO",
  "method": "wB97M-V/def2-TZVPD",
  "smiles": "CCN1CCCC1.O",
  "homo_energy_ev": -8.354,
  "mol_weight_g_mol": 117.2,
  "lumo_energy_ev": 0.92,
  "symbols": ["C", "C", "N", "C", "C", "C", "C", "H", "H", "H", "H", "H", "H", "H", "H", "H", "H", "H", "H", "H", "O", "H", "H"],
  "xyz": [[0.68946, -1.36456, 1.99225], [0.94066, -0.09733, 1.21115], [0.94727, -0.22396, -0.23186], [1.45648, 0.98972, -0.89759], [0.50582, 1.36927, -2.02002], [-0.68847, 0.38078, -1.92049], [-0.37618, -0.60992, -0.80051], [-0.24666, -1.88699, 1.82059], [0.81648, -1.17000, 3.06116], [1.47150, -2.09526, 1.74027], [0.33182, 0.76272, 1.57064], [1.95318, 0.21449, 1.48324], [2.45463, 0.72976, -1.27618], [1.61913, 1.79873, -0.17991], [0.96843, 1.30656, -3.00578], [0.10803, 2.37696, -1.94502], [-0.88932, -0.02280, -2.91328], [-1.60728, 0.92575, -1.74273], [-0.28957, -1.57941, -1.27611], [-1.10076, -0.55195, -0.00094], [-2.86061, -0.24609, 1.89751], [-1.91656, -0.06652, 1.84967], [-2.94854, -1.18746, 1.71070]],
  "lowdin_charge": [-0.097, -0.304, -0.165, -0.188, -0.160, -0.161, -0.153, 0.057, 0.078, 0.082, 0.120, 0.113, 0.112, 0.107, 0.101, 0.098, 0.100, 0.096, 0.110, 0.078, -0.056, -0.005, 0.039]
}

[5]
{
  "formula": "C39H37N2P2RuSi",
  "method": "wB97M-V/def2-TZVPD",
  "homo_energy_ev": [-7.552, -7.744],
  "mol_weight_g_mol": 724.8,
  "lumo_energy_ev": [-0.43, -0.44],
  "spin_multiplicity": 2,
  "symbols": ["Ru", "C", "P", "C", "C", "C", "C", "C", "C", "C", "C", "C", "C", "C", "C", "C", "C", "C", "C", "C", "P", "C", "C", "C", "C", "C", "C", "C", "C", "C", "C", "C", "C", "N", "H", "H", "H", "H", "H", "H", "H", "H", "H", "H", "H", "H", "H", "H", "H", "H", "H", "H", "H", "H", "H", "H", "H", "H", "H", "H", "N", "C", "C", "Si", "C", "C", "C", "C", "C", "C", "C", "H", "H", "H", "H", "H", "H", "H", "H", "H", "H", "H"],
  "xyz": [[-0.46008, 0.15254, 0.03189], [-0.62778, -2.21644, -2.21454], [-0.20711, -0.45471, -2.31100], [-1.53506, 0.30494, -3.29612], [-1.55150, 1.68984, -3.45240], [-2.51011, 2.29791, -4.24795], [-3.48013, 1.52980, -4.87569], [-3.49557, 0.15447, -4.69626], [-2.52782, -0.45659, -3.91132], [1.22495, -0.40424, -3.44799], [1.39135, 0.63623, -4.35977], [2.54148, 0.72336, -5.13286], [3.53859, -0.23334, -5.01538], [3.37412, -1.28394, -4.12595], [2.23306, -1.35844, -3.34063], [-1.65571, -2.33797, -1.15331], [-2.78117, -3.09075, -1.04384], [-3.34802, -2.79881, 0.24335], [-2.53702, -1.88263, 0.83775], [-2.61394, -1.26370, 2.19171], [-1.34580, 0.04377, 2.33279], [-0.66290, -0.22336, 4.00819], [-0.12982, -1.48156, 4.29739], [0.46970, -1.73421, 5.51939], [0.55671, -0.72180, 6.46775], [0.03865, 0.53223, 6.18577], [-0.56496, 0.78609, 4.95777], [-2.22878, 1.62700, 2.59625], [-1.50147, 2.79867, 2.40405], [-2.06173, 4.03667, 2.67230], [-3.37075, 4.12057, 3.12435], [-4.10399, 2.96113, 3.32844], [-3.53025, 1.72076, 3.08008], [-1.48151, -1.57520, -0.01085], [0.28564, -2.73935, -1.92315], [-0.94031, -2.61228, -3.17879], [-0.83353, 2.30051, -2.92551], [-2.50875, 3.37392, -4.36014], [-4.23550, 2.00631, -5.48875], [-4.25927, -0.44841, -5.17126], [-2.57130, -1.52676, -3.76469], [0.61431, 1.37556, -4.49492], [2.65319, 1.54507, -5.82869], [4.43633, -0.16338, -5.61701], [4.13710, -2.04509, -4.03017], [2.13735, -2.17552, -2.64771], [-3.16270, -3.77826, -1.78523], [-4.24244, -3.22401, 0.67414], [-2.42538, -2.01043, 2.96449], [-3.59212, -0.83549, 2.39759], [-0.17941, -2.27241, 3.55523], [0.87556, -2.71531, 5.73094], [1.03151, -0.91145, 7.42207], [0.10153, 1.32365, 6.92205], [-0.96387, 1.77024, 4.75209], [-0.48804, 2.73884, 2.03044], [-1.48278, 4.93649, 2.50801], [-3.82235, 5.08761, 3.30834], [-5.12514, 3.01744, 3.68374], [-4.11905, 0.83175, 3.26424], [-1.88860, 2.86664, -0.71580], [-1.27336, 1.91864, -0.45777], [2.26275, 2.10641, 0.49104], [1.81769, 0.30208, 0.68694], [2.12944, -0.10089, 2.47381], [3.08711, -0.77053, -0.16036], [4.29001, -0.25811, -0.65048], [5.28269, -1.10250, -1.13671], [5.09183, -2.47778, -1.13532], [3.90177, -3.00898, -0.65407], [2.91052, -2.15940, -0.17973], [3.03380, 2.36231, 1.22594], [1.40011, 2.75362, 0.65405], [2.64381, 2.32396, -0.51073], [1.56334, 0.55297, 3.13802], [3.19796, 0.05572, 2.65644], [1.89044, -1.13356, 2.73515], [4.46568, 0.81212, -0.64483], [6.21105, -0.68562, -1.50841], [5.87105, -3.13494, -1.50277], [3.74786, -4.08172, -0.64988], [1.98687, -2.58795, 0.20475]],
  "lowdin_spin": [0.693, 0.003, 0.000, -0.001, 0.000, 0.000, 0.000, 0.000, 0.000, -0.001, 0.000, 0.000, -0.001, 0.000, 0.000, 0.011, 0.012, 0.013, 0.008, 0.000, 0.001, -0.001, 0.000, 0.000, 0.000, 0.000, 0.000, 0.001, 0.002, 0.000, 0.000, 0.000, 0.000, 0.048, 0.000, 0.000, 0.000, 0.000, 0.000, 0.000, 0.000, 0.000, 0.000, 0.000, 0.000, 0.000, 0.001, 0.001, 0.000, 0.000, 0.000, 0.000, 0.000, 0.000, 0.000, 0.002, 0.000, 0.000, 0.000, 0.000, 0.054, 0.042, 0.042, 0.063, -0.002, -0.002, -0.001, 0.000, 0.000, 0.000, 0.000, 0.006, 0.003, 0.000, 0.000, 0.000, 0.000, 0.000, 0.000, 0.000, 0.000, 0.001]
}

[6]
{
  "formula": "C22H34Br2NSiY",
  "method": "wB97M-V/def2-TZVPD",
  "homo_energy_ev": -13.640,
  "mol_weight_g_mol": 589.3,
  "total_charge": 2,
  "lumo_energy_ev": -6.65,
  "symbols": ["Y", "C", "C", "C", "C", "C", "C", "C", "C", "C", "C", "C", "C", "H", "H", "H", "H", "H", "H", "H", "H", "H", "H", "H", "H", "H", "H", "H", "H", "H", "H", "Br", "C", "Br", "H", "H", "C", "Si", "C", "C", "N", "C", "C", "C", "C", "C", "C", "H", "H", "H", "H", "H", "H", "H", "H", "H", "H", "H", "H", "H", "H"],
  "xyz": [[-0.27004, 0.09744, -0.64908], [-3.33593, -2.08741, -1.82790], [-2.64439, -1.53307, -0.61024], [-3.07368, -0.32007, -0.03347], [-4.26717, 0.40874, -0.59600], [-2.41217, 0.18929, 1.10713], [-2.83205, 1.51646, 1.69020], [-1.37846, -0.56216, 1.71982], [-0.72421, -0.09557, 2.99650], [-0.94400, -1.77357, 1.13507], [0.21725, -2.51950, 1.74651], [-1.59165, -2.26822, -0.01939], [-1.23599, -3.62221, -0.58622], [-4.13427, -2.77150, -1.52608], [-2.65765, -2.65669, -2.46086], [-3.79888, -1.31211, -2.43245], [-3.98451, 1.13934, -1.35938], [-4.80294, 0.94379, 0.18276], [-4.97087, -0.28219, -1.05107], [-3.60493, 1.37221, 2.44935], [-3.24004, 2.18282, 0.93394], [-2.00181, 2.02746, 2.17185], [0.26118, 0.34335, 2.81775], [-0.58539, -0.93794, 3.67242], [-1.32616, 0.64207, 3.51652], [-0.13716, -3.22904, 2.49887], [0.91395, -1.84275, 2.23487], [0.77416, -3.08705, 1.00431], [-0.63590, -3.56347, -1.49758], [-2.14244, -4.16599, -0.84669], [-0.69421, -4.23061, 0.13044], [-1.54344, 0.24338, -3.43708], [-0.57287, 1.85362, -3.96133], [0.33199, 2.59911, -2.43753], [-1.31024, 2.55650, -4.32836], [0.15319, 1.56673, -4.71166], [3.98798, 0.60914, -1.95414], [2.90425, -0.42105, -0.84565], [1.73380, -1.48312, -1.90922], [3.88801, -1.52035, 0.28722], [1.68039, 0.52953, -0.04949], [1.81121, 1.67955, 0.74819], [3.01134, 2.09838, 1.32117], [3.05343, 3.25123, 2.09147], [1.91223, 4.01127, 2.31532], [0.70907, 3.61131, 1.75584], [0.67205, 2.46102, 0.97875], [4.65786, -0.02633, -2.53709], [4.61408, 1.29727, -1.38487], [3.39837, 1.20428, -2.65462], [2.27960, -2.24966, -2.46353], [1.20057, -0.92473, -2.69523], [1.01211, -2.08040, -1.32719], [4.54026, -2.18952, -0.27732], [3.24250, -2.13819, 0.91506], [4.53027, -0.93997, 0.95183], [3.91628, 1.52305, 1.17378], [3.99593, 3.55867, 2.52437], [1.96538, 4.90638, 2.91831], [-0.19120, 4.19017, 1.91447], [-0.32402, 2.22092, 0.56664]],
  "lowdin_charge": [1.374, -0.059, -0.244, -0.216, -0.012, -0.225, -0.020, -0.228, 0.001, -0.244, -0.018, -0.227, -0.009, 0.124, 0.083, 0.056, 0.095, 0.093, 0.093, 0.123, 0.090, 0.069, 0.095, 0.104, 0.091, 0.121, 0.083, 0.077, 0.095, 0.102, 0.090, 0.759, -0.898, 0.779, 0.027, 0.029, -0.146, 0.390, -0.181, -0.144, -0.273, -0.383, -0.018, -0.042, -0.061, -0.066, -0.149, 0.049, 0.042, 0.022, 0.074, 0.007, 0.002, 0.049, 0.024, 0.041, 0.106, 0.121, 0.117, 0.117, 0.049]
}

[7]
{
  "formula": "H6NS2",
  "method": "wB97M-V/def2-TZVPD",
  "homo_energy_ev": -13.568,
  "mol_weight_g_mol": 84.2,
  "total_charge": 1,
  "lumo_energy_ev": -3.97,
  "symbols": ["N", "H", "H", "H", "H", "S", "S", "H", "H"],
  "xyz": [[0.85587, -0.73271, 1.04399], [0.19175, -0.67362, 1.81618], [1.73213, -0.23846, 1.19678], [1.05653, -1.72318, 0.90339], [0.36406, -0.34396, 0.20086], [-1.67024, 0.27867, -0.58700], [-0.10225, 1.11963, -1.68617], [-1.87985, 1.44903, 0.03712], [-0.54798, 0.86461, -2.92516]],
  "lowdin_charge": [0.273, 0.146, 0.155, 0.157, -0.043, 0.326, 0.315, -0.164, -0.166]
}

[8]
{
  "formula": "C20H28N4O2S",
  "method": "wB97M-V/def2-TZVPD",
  "smiles": "CCC(CC)c1nnc(NC(=O)[C@@H](NC(=O)c2cccc(C)c2)C(C)C)s1",
  "homo_energy_ev": -8.823,
  "mol_weight_g_mol": 388.5,
  "lumo_energy_ev": 0.56,
  "symbols": ["C", "C", "C", "C", "C", "C", "N", "N", "C", "N", "C", "O", "C", "N", "C", "O", "C", "C", "C", "C", "C", "C", "C", "C", "C", "C", "S", "H", "H", "H", "H", "H", "H", "H", "H", "H", "H", "H", "H", "H", "H", "H", "H", "H", "H", "H", "H", "H", "H", "H", "H", "H", "H", "H", "H"],
  "xyz": [[-3.04689, -0.38649, -1.23468], [-3.40682, -0.02142, 0.19976], [-3.16066, 1.45776, 0.56379], [-3.98424, 2.45483, -0.25707], [-5.48613, 2.29835, -0.05621], [-1.70546, 1.74263, 0.44735], [-0.83251, 1.38482, 1.31488], [0.42405, 1.68330, 1.00401], [0.54947, 2.27587, -0.13516], [1.71107, 2.67087, -0.71983], [2.97288, 2.08903, -0.63897], [3.84885, 2.51440, -1.34573], [3.19132, 1.09742, 0.50146], [2.33639, -0.06211, 0.36306], [1.72224, -0.38584, -0.79053], [1.92220, 0.23098, -1.82548], [0.77931, -1.53555, -0.71542], [0.60419, -2.31595, -1.85307], [-0.28545, -3.37398, -1.83305], [-1.00900, -3.64909, -0.68658], [-0.86323, -2.86457, 0.45296], [-1.65469, -3.17298, 1.68789], [0.03409, -1.80688, 0.42864], [4.67993, 0.70314, 0.60724], [4.96493, 0.06096, 1.96274], [5.08606, -0.22736, -0.53194], [-0.99277, 2.54918, -0.94542], [-1.99817, -0.18377, -1.43950], [-3.21369, -1.44910, -1.39579], [-3.65339, 0.16396, -1.94909], [-4.45650, -0.25314, 0.38399], [-2.80624, -0.62787, 0.87883], [-3.42212, 1.57321, 1.62271], [-3.69108, 3.46436, 0.04301], [-3.74201, 2.34626, -1.31581], [-5.73755, 2.34875, 1.00106], [-5.83971, 1.35007, -0.45176], [-6.01449, 3.09652, -0.57197], [1.61124, 3.24507, -1.54946], [2.88642, 1.62285, 1.41731], [2.12787, -0.57339, 1.20414], [1.17236, -2.07768, -2.73914], [-0.41813, -3.98368, -2.71438], [-1.70491, -4.47597, -0.67383], [-2.70446, -3.32603, 1.44387], [-1.28466, -4.08933, 2.14813], [-1.57447, -2.36838, 2.41472], [0.11384, -1.16821, 1.29729], [5.25694, 1.62856, 0.52159], [4.42974, -0.88104, 2.06401], [6.02803, -0.14449, 2.05958], [4.66907, 0.71963, 2.77667], [6.15484, -0.42195, -0.49078], [4.85263, 0.23067, -1.48823], [4.55945, -1.17722, -0.46179]],
  "lowdin_charge": [-0.083, -0.201, -0.336, -0.259, -0.093, -0.552, 0.024, 0.016, -0.604, 0.108, -0.419, 0.107, -0.199, 0.117, -0.443, 0.079, -0.124, -0.016, -0.065, -0.048, -0.280, -0.052, -0.002, -0.366, -0.069, -0.056, 1.119, 0.057, 0.073, 0.072, 0.106, 0.091, 0.149, 0.111, 0.089, 0.079, 0.068, 0.073, 0.150, 0.153, 0.139, 0.119, 0.105, 0.114, 0.080, 0.084, 0.077, 0.105, 0.140, 0.074, 0.078, 0.077, 0.080, 0.077, 0.079]
}

Max |F| readings, ordered: 3.7 3.4 5.8 1.5 1.6 0.6 0.7 1.5 eV/Å